No. 1
The following is a quantum chemistry calculation of a 6-piece molecular cluster, C17H34N2O16S overall, from OMol25.

Each line ends with the Löwdin charge.
Geometry (Å):
C (0.622, -3.958, -0.559)  0.050
N (-0.599, -4.130, -1.472)  -0.351
C (-0.485, -5.500, -2.142)  -0.064
C (-1.892, -4.093, -0.629)  -0.019
C (-0.548, -3.074, -2.549)  -0.063
C (-1.019, -1.564, -1.997)  -0.236
O (-1.189, -0.690, -3.017)  -0.064
H (0.685, -2.977, -0.190)  0.095
H (1.432, -3.985, -1.343)  0.130
H (0.736, -4.779, 0.021)  0.067
H (-1.352, -5.777, -2.889)  0.144
H (-0.025, -6.425, -1.602)  0.139
H (0.178, -5.552, -3.005)  0.078
H (-2.110, -5.279, -0.171)  0.165
H (-3.035, -4.108, -1.149)  0.171
H (-1.782, -3.301, 0.146)  0.077
H (-1.364, -3.297, -3.324)  0.152
H (0.379, -3.001, -3.094)  0.119
H (-0.175, -1.286, -1.458)  0.073
H (-1.919, -1.609, -1.537)  0.071
H (-1.142, 0.237, -2.702)  0.051
N (-0.071, 1.641, -0.644)  -0.566
O (0.272, 0.629, -0.084)  -0.002
O (0.029, 2.819, -0.158)  -0.050
O (-0.735, 1.616, -1.731)  -0.076
O (-1.902, 3.030, 4.218)  -0.253
S (-0.641, 2.513, 4.570)  0.598
O (0.321, 3.226, 5.338)  -0.273
O (-0.887, 0.997, 5.224)  -0.246
C (-0.978, 0.893, 6.653)  -0.231
C (-1.215, -0.609, 6.949)  -0.028
C (0.227, 2.085, 3.152)  -0.122
H (-1.633, 1.523, 7.226)  0.121
H (-0.005, 1.090, 7.040)  0.100
H (-0.359, -1.284, 6.890)  0.096
H (-1.806, -0.860, 6.242)  0.008
H (-1.499, -0.764, 7.879)  0.030
H (1.161, 1.504, 3.499)  0.132
H (0.460, 2.914, 2.533)  0.066
H (-0.307, 1.406, 2.757)  -0.033
C (1.546, 0.428, -5.408)  -0.147
C (2.441, 0.597, -4.171)  -0.124
O (2.948, 1.839, -4.487)  0.061
C (2.371, 2.420, -5.529)  -0.618
O (2.629, 3.587, -5.921)  0.099
O (1.564, 1.629, -5.986)  0.136
H (0.395, 0.255, -4.924)  0.189
H (1.857, -0.311, -6.082)  0.111
H (3.103, -0.163, -3.866)  0.105
H (1.619, 0.795, -3.157)  0.187
C (3.178, 3.355, 0.409)  -0.140
C (3.255, 2.445, -0.807)  -0.153
O (4.614, 2.393, -0.945)  0.098
C (5.225, 2.657, 0.149)  -0.545
O (6.457, 2.376, 0.416)  0.046
O (4.445, 3.312, 1.009)  0.082
H (2.350, 2.861, 1.046)  0.135
H (3.094, 4.396, 0.258)  0.125
H (2.718, 3.086, -1.581)  0.161
H (2.726, 1.435, -0.585)  0.148
C (-3.158, 1.843, 1.198)  -0.113
C (-3.890, 1.353, -0.092)  -0.033
O (-3.597, -0.060, -0.044)  0.132
C (-3.212, -0.431, 1.092)  -0.729
O (-2.879, -1.458, 1.466)  0.196
O (-2.856, 0.629, 1.779)  0.081
H (-3.868, 2.499, 1.774)  0.144
H (-2.334, 2.527, 0.883)  0.130
H (-3.622, 1.891, -0.831)  0.060
H (-4.913, 1.603, 0.044)  0.122

Computed properties:
- highest occupied orbital energy (eV) = -9.0
- energy relative to the best compared isomer or geometry (same formula, charge and spin) (kJ/mol) = 308.4
- gap between HOMO and LUMO (eV) = 8.26



No. 2
The following is a quantum chemistry calculation of C15H24AsCaF8N2NaO5S as an isolated structure, from OMol25.

Each line ends with the Löwdin charge.
Geometry (Å):
C (3.842, -1.090, 0.219)  -0.124
O (2.557, -0.991, -0.533)  -0.227
C (2.637, -1.737, -1.801)  -0.221
C (1.550, -1.283, -2.942)  -0.163
C (-0.025, -1.392, -2.468)  -0.198
C (-0.457, -2.857, -1.874)  -0.181
C (-0.370, -2.955, -0.209)  -0.204
C (-1.845, -3.231, 0.435)  -0.213
C (-2.700, -1.915, 0.875)  -0.180
C (-2.183, -0.482, 0.288)  -0.108
C (-0.900, 0.400, 0.799)  -0.008
C (-0.500, 1.855, 0.111)  -0.029
C (-1.420, 2.498, -1.098)  -0.006
C (-2.738, 1.670, -1.625)  -0.241
N (-3.702, 2.136, -2.696)  -0.286
S (-4.823, 0.791, -2.746)  0.435
N (-4.354, -0.433, -1.562)  -0.353
C (-3.087, 0.195, -0.945)  -0.176
H (3.688, -1.534, 1.308)  0.105
H (4.298, -0.010, 0.219)  0.116
H (4.624, -1.807, -0.306)  0.119
H (3.715, -1.520, -2.267)  0.131
H (2.606, -2.905, -1.589)  0.137
H (1.761, -0.136, -3.170)  0.130
H (1.796, -1.875, -3.921)  0.121
H (-0.683, -1.211, -3.438)  0.100
H (-0.228, -0.484, -1.759)  0.087
H (0.328, -3.638, -2.321)  0.115
H (-1.534, -3.220, -2.221)  0.081
H (0.242, -2.082, 0.273)  0.091
H (0.271, -3.943, -0.009)  0.112
H (-1.671, -3.872, 1.426)  0.117
H (-2.430, -3.950, -0.300)  0.113
H (-3.808, -2.075, 0.461)  0.109
H (-2.777, -1.889, 2.043)  0.119
H (-0.223, -0.035, 1.676)  0.111
H (0.437, 2.473, 0.451)  0.089
H (-1.139, 3.546, -1.546)  0.099
F (1.541, 6.106, 4.508)  -0.186
As (0.677, 4.995, 3.359)  1.007
F (-0.921, 5.636, 3.939)  -0.286
F (0.626, 3.708, 4.640)  -0.278
F (-0.186, 3.884, 2.209)  -0.311
F (2.275, 4.353, 2.778)  -0.285
F (0.728, 6.281, 2.077)  -0.283
O (-3.017, -2.956, -3.854)  0.171
H (-3.592, -2.806, -3.061)  0.141
H (-2.961, -2.144, -4.419)  0.159
H (-3.321, -3.741, -4.378)  0.098
C (4.495, 3.000, 5.326)  -0.829
O (4.749, 2.103, 4.487)  -0.051
O (3.642, 3.883, 4.826)  0.047
O (4.900, 3.181, 6.496)  0.074
H (3.601, 3.396, 3.978)  0.082
Na (5.477, -0.599, 2.106)  0.792
Ca (-6.523, -0.408, -3.954)  0.943
F (-4.923, -4.395, -4.406)  -0.677
F (1.977, 5.515, 6.105)  -0.049

Computed properties:
- highest occupied orbital energy (eV) = -5.8
- gap between HOMO and LUMO (eV) = 1.23



No. 3
The following is a quantum chemistry calculation of a 2-piece molecular cluster, C6H14N2O2 overall, from OMol25.

Each line ends with the Löwdin charge.
Geometry (Å):
C (-1.005, 1.483, -1.356)  0.002
C (-2.722, 0.605, 1.911)  -0.070
C (-1.703, 0.651, -0.322)  -0.556
O (-1.751, -0.565, -0.435)  0.021
N (-2.194, 1.303, 0.762)  0.011
H (-1.150, 2.566, -1.245)  0.081
H (-1.948, 2.271, 0.880)  0.131
H (-3.712, 0.963, 2.189)  0.082
H (0.062, 1.299, -1.365)  0.067
H (-1.402, 1.221, -2.340)  0.094
H (-2.773, -0.454, 1.685)  0.081
H (-2.060, 0.689, 2.773)  0.082
C (1.784, -0.330, 1.760)  -0.075
C (1.378, -1.299, -1.841)  -0.008
C (2.113, -0.852, -0.617)  -0.559
O (3.301, -0.591, -0.580)  0.042
N (1.304, -0.800, 0.479)  0.010
H (0.303, -0.864, 0.358)  0.094
H (2.820, -0.009, 1.706)  0.079
H (1.006, -0.466, -2.431)  0.071
H (1.139, 0.457, 2.152)  0.073
H (1.780, -1.140, 2.504)  0.082
H (2.037, -1.769, -2.570)  0.084
H (0.584, -1.999, -1.621)  0.080

Computed properties:
- SMILES = CNC(C)=O.CNC(C)=O
- highest occupied orbital energy (eV) = -9.4
- energy relative to the best compared isomer or geometry (same formula, charge and spin) (kJ/mol) = 43.3
- gap between HOMO and LUMO (eV) = 9.98



No. 4
The following is a quantum chemistry calculation of a 14-piece molecular cluster, C17H50BClN13O32P overall, from OMol25.

Each line ends with the Löwdin charge.
Geometry (Å):
C (-1.301, -5.196, 0.112)  -0.023
O (-0.422, -4.083, -0.133)  0.036
B (-0.542, -3.387, -1.302)  -0.801
O (-0.454, -3.971, -2.573)  0.160
O (-0.727, -1.988, -1.255)  0.050
P (-1.809, -1.209, -0.367)  0.423
O (-2.055, -1.700, 1.002)  -0.217
O (-3.097, -1.291, -1.345)  -0.091
O (-1.367, 0.316, -0.546)  -0.182
C (-0.182, 0.788, 0.149)  -0.216
C (-0.489, 2.182, 0.746)  -0.673
C (-0.714, 2.177, 2.259)  -0.114
Cl (0.869, 3.308, 0.358)  0.625
H (-2.346, -4.930, -0.106)  0.104
H (-1.220, -5.441, 1.181)  0.072
H (-1.004, -6.056, -0.507)  0.102
H (0.469, -4.133, -2.770)  0.062
H (-3.885, -1.168, -0.809)  0.092
H (0.100, 0.084, 0.946)  0.123
H (0.645, 0.828, -0.578)  0.113
H (-1.382, 2.573, 0.234)  0.073
H (-1.649, 1.646, 2.498)  0.097
H (0.124, 1.697, 2.778)  0.058
H (-0.812, 3.209, 2.631)  0.062
C (-2.001, 3.780, -2.792)  0.053
N (-2.124, 4.599, -1.557)  -0.434
O (-2.797, 4.166, -0.638)  0.024
O (-1.525, 5.648, -1.523)  0.077
H (-2.596, 2.884, -2.661)  0.101
H (-2.361, 4.382, -3.619)  0.076
H (-0.947, 3.554, -2.920)  0.105
C (3.258, -2.932, -0.406)  0.039
N (3.609, -2.181, 0.828)  -0.448
O (4.448, -2.642, 1.563)  0.081
O (3.013, -1.137, 1.013)  0.052
H (3.863, -3.829, -0.439)  0.093
H (2.199, -3.169, -0.344)  0.085
H (3.452, -2.276, -1.250)  0.103
C (1.178, -6.261, 3.744)  0.054
N (0.175, -7.206, 3.184)  -0.439
O (0.526, -8.339, 2.933)  0.054
O (-0.943, -6.773, 3.006)  0.052
H (2.118, -6.790, 3.845)  0.096
H (1.250, -5.426, 3.053)  0.098
H (0.801, -5.929, 4.706)  0.103
C (3.486, -5.428, -4.595)  0.065
N (2.861, -4.467, -3.647)  -0.430
O (2.510, -4.882, -2.554)  0.051
O (2.732, -3.323, -4.012)  0.093
H (3.524, -6.399, -4.115)  0.099
H (2.868, -5.438, -5.488)  0.107
H (4.476, -5.048, -4.828)  0.107
C (-3.661, 5.854, 2.062)  0.057
N (-2.745, 5.953, 3.232)  -0.438
O (-2.249, 7.029, 3.489)  0.060
O (-2.545, 4.934, 3.859)  0.052
H (-3.733, 6.834, 1.604)  0.099
H (-3.230, 5.131, 1.377)  0.067
H (-4.622, 5.509, 2.433)  0.104
C (-2.336, 4.957, -7.786)  0.052
N (-2.441, 4.193, -6.514)  -0.450
O (-1.425, 3.992, -5.881)  0.056
O (-3.545, 3.822, -6.183)  0.071
H (-1.296, 5.217, -7.939)  0.095
H (-2.717, 4.316, -8.576)  0.103
H (-2.965, 5.837, -7.683)  0.103
C (0.739, 3.103, 6.075)  0.060
N (1.570, 3.141, 4.842)  -0.440
O (1.943, 4.218, 4.433)  0.070
O (1.798, 2.083, 4.291)  0.031
H (0.580, 4.123, 6.399)  0.056
H (-0.195, 2.618, 5.805)  0.103
H (1.274, 2.503, 6.805)  0.105
C (-2.754, -2.854, -4.350)  0.050
N (-4.033, -3.018, -5.093)  -0.445
O (-4.265, -4.087, -5.610)  0.079
O (-4.773, -2.055, -5.132)  0.045
H (-2.202, -3.783, -4.400)  0.086
H (-2.214, -2.038, -4.821)  0.112
H (-3.009, -2.588, -3.331)  0.076
C (-7.466, -0.160, -5.313)  0.039
N (-7.978, 1.160, -5.770)  -0.459
O (-8.374, 1.940, -4.931)  0.061
O (-7.962, 1.369, -6.964)  0.059
H (-7.544, -0.196, -4.233)  0.094
H (-8.074, -0.924, -5.788)  0.103
H (-6.436, -0.248, -5.643)  0.079
C (4.301, 2.681, 1.731)  0.039
N (5.630, 2.833, 1.083)  -0.438
O (5.967, 3.934, 0.700)  0.066
O (6.304, 1.829, 0.961)  0.051
H (3.823, 3.652, 1.766)  0.084
H (3.736, 1.973, 1.137)  0.083
H (4.464, 2.280, 2.727)  0.101
C (-0.216, 7.932, 5.841)  0.047
N (0.185, 7.316, 7.137)  -0.441
O (0.510, 6.147, 7.123)  0.046
O (0.161, 8.019, 8.120)  0.074
H (-0.140, 7.177, 5.068)  0.080
H (-1.234, 8.290, 5.958)  0.099
H (0.458, 8.765, 5.663)  0.102
C (7.902, 2.538, -1.592)  0.023
N (8.692, 2.509, -2.854)  -0.457
O (9.261, 3.520, -3.199)  0.066
O (8.713, 1.458, -3.463)  0.050
H (7.964, 3.528, -1.159)  0.086
H (6.880, 2.280, -1.852)  0.097
H (8.316, 1.785, -0.930)  0.096
C (0.230, -10.628, 5.554)  0.049
N (0.804, -9.754, 6.614)  -0.453
O (0.723, -8.552, 6.467)  0.055
O (1.318, -10.304, 7.561)  0.070
H (-0.184, -9.993, 4.779)  0.075
H (1.038, -11.245, 5.174)  0.103
H (-0.529, -11.246, 6.023)  0.101

Computed properties:
- highest occupied orbital energy (eV) = -10.7
- gap between HOMO and LUMO (eV) = 9.78